{"formula": "C42H105N7Na3O18P", "method": "ωB97M-V with the def2-TZVPD basis set", "relative_energy_kj_mol": 553.52, "lumo_ev": 0.00, "e_tot_ev": -115077.978, "orbital_gap_ev": 7.7, "species": ["H", "C", "H", "H", "H", "H", "N", "N", "C", "H", "N", "C", "H", "H", "C", "C", "H", "H", "H", "H", "H", "H", "C", "C", "H", "O", "H", "H", "H", "H", "H", "C", "H", "H", "C", "H", "C", "H", "H", "H", "O", "H", "H", "H", "O", "C", "C", "H", "H", "N", "C", "H", "O", "H", "H", "H", "H", "C", "C", "H", "H", "C", "H", "O", "H", "C", "H", "O", "H", "H", "H", "H", "O", "H", "H", "H", "H", "H", "C", "H", "H", "H", "C", "H", "H", "P", "O", "C", "C", "H", "H", "O", "H", "O", "H", "H", "H", "H", "H", "H", "H", "O", "H", "O", "H", "H", "N", "H", "C", "C", "H", "H", "C", "C", "Na", "H", "H", "C", "H", "H", "C", "C", "C", "H", "H", "H", "C", "H", "H", "N", "C", "H", "H", "H", "C", "H", "H", "C", "H", "N", "C", "H", "H", "Na", "C", "H", "O", "C", "H", "C", "H", "H", "H", "C", "C", "O", "O", "C", "H", "H", "O", "C", "H", "H", "H", "O", "H", "H", "O", "H", "Na", "H", "H", "H", "H", "C"], "xyz": [[0.951, -9.458, -3.705], [-7.023, 0.362, -2.699], [-6.300, 3.196, 4.728], [-2.682, -0.139, -2.964], [-1.237, -2.241, -2.902], [-6.905, 1.825, 3.712], [-1.219, -1.584, -0.941], [0.129, 5.567, -0.999], [-3.659, 3.653, 3.230], [3.822, -7.215, -3.335], [7.453, -1.521, -0.810], [2.059, 2.170, 1.073], [7.060, -1.076, 1.230], [4.907, -2.490, -0.358], [-4.353, 2.278, 3.091], [-5.960, -0.418, -3.511], [1.770, 7.953, -1.253], [-0.682, -7.464, 1.824], [8.743, -0.079, 0.110], [1.335, -2.709, -1.217], [-2.857, -2.899, -0.820], [2.099, 5.093, -0.534], [-1.282, -7.529, -0.214], [-1.130, -6.784, 1.099], [-1.702, -6.883, -0.985], [2.582, 1.625, -4.689], [2.757, -2.054, 2.440], [-5.290, 0.210, 0.970], [7.509, -2.408, -1.291], [-3.602, 4.200, 8.299], [-1.860, 6.291, -1.675], [-2.416, -1.861, 1.170], [2.907, 2.595, 1.610], [-2.086, 5.430, -5.762], [3.211, -1.933, 1.457], [3.476, 2.299, -6.435], [4.141, 8.202, -0.075], [-2.431, -2.310, 3.749], [0.421, 5.976, -3.590], [-3.648, 1.569, 2.659], [-2.259, 0.953, -0.618], [-5.083, 2.425, 2.296], [10.102, -2.618, -0.968], [-0.039, -1.153, -2.629], [-0.340, -5.648, 0.719], [-6.270, -0.269, 0.967], [1.571, 1.060, -2.522], [1.415, -9.887, -2.110], [-3.424, 4.263, 5.931], [1.211, 1.464, -1.157], [-6.609, -0.638, -0.482], [-7.134, 1.330, -0.845], [-6.402, -1.458, 1.695], [4.959, -0.757, -0.226], [6.950, -2.793, 0.820], [1.187, 2.050, 3.521], [-0.939, 4.886, -3.307], [1.758, 1.162, 3.249], [10.494, -3.299, 1.647], [-7.042, 0.470, 1.181], [-1.952, -8.357, 0.018], [2.439, 2.026, -3.360], [-1.881, 7.059, -6.228], [-0.803, 3.153, -0.862], [10.829, -1.389, 0.089], [-1.510, 6.322, -5.516], [1.898, 7.350, 0.395], [-4.708, 0.218, -3.375], [2.068, 0.095, -2.420], [-1.826, 4.954, 6.122], [5.154, 8.305, -0.465], [1.993, -5.092, -3.921], [4.626, -1.743, 1.573], [-2.884, -0.894, 0.989], [-1.490, -3.483, 0.058], [-2.019, 5.014, 8.499], [-4.207, 4.268, 3.944], [1.045, -5.559, -2.548], [3.211, -8.115, -3.256], [-0.113, 4.598, -1.144], [-7.967, -0.177, -2.781], [0.338, -5.297, 2.627], [-5.974, -1.233, 3.057], [-3.734, -1.583, -3.082], [-0.498, 6.124, -5.871], [-1.901, 2.400, -0.027], [-2.082, 3.287, 7.297], [-0.486, -2.020, -2.143], [-6.243, 2.127, 4.523], [2.491, -4.593, -2.240], [-2.083, -6.453, 1.512], [-1.487, 6.718, -4.140], [-0.972, -9.377, -2.154], [1.029, -3.534, -3.030], [3.104, -8.626, -4.212], [-6.550, 1.635, 5.446], [-1.983, -0.623, 3.459], [-3.205, -2.531, 1.514], [0.641, 0.850, -3.050], [-1.650, -0.671, -0.963], [2.747, 2.840, -0.875], [3.561, 7.100, -0.806], [3.220, 1.299, -0.518], [-1.316, 2.235, 1.419], [4.218, 8.017, 0.996], [2.680, -1.073, 1.048], [-2.256, 3.597, 3.560], [-2.281, 2.040, 5.045], [9.916, -1.943, -0.132], [-0.103, -4.792, 1.767], [0.477, 2.155, -1.227], [1.202, 0.347, 3.713], [1.587, 5.813, -1.173], [-1.636, -1.654, 3.392], [-0.300, 0.271, 0.698], [-5.713, -2.191, 3.507], [-5.946, -1.481, -3.269], [2.153, 7.134, -0.643], [0.599, -7.442, -0.882], [1.890, 5.597, -2.197], [-3.523, -0.594, -3.488], [1.107, -9.034, -2.714], [-2.371, 4.013, 6.062], [-0.790, -1.582, 4.075], [10.115, -3.760, 2.560], [2.003, 3.024, -3.319], [1.669, -4.754, -2.937], [2.487, 3.541, -5.640], [-6.808, -0.766, 3.581], [-6.566, 0.614, -1.274], [-0.626, 5.930, -3.293], [3.426, 2.075, -2.900], [3.682, 9.169, -0.282], [-6.235, -0.527, -4.560], [-2.528, 4.054, 8.418], [0.606, -4.049, 1.402], [1.216, 2.829, 1.282], [-1.918, 3.056, 4.889], [-0.622, -7.731, -2.802], [-0.105, -8.160, -0.792], [8.777, -0.921, -0.582], [-5.883, -1.258, -1.008], [-0.830, 2.993, 4.875], [-1.058, 4.596, 0.994], [-0.785, 6.366, -1.841], [3.715, -8.863, -2.644], [-1.285, -1.818, 2.002], [-0.285, -8.531, -2.143], [11.313, -2.624, 1.893], [6.746, -1.783, 0.462], [-5.108, -0.585, 3.192], [-3.322, -0.765, -4.545], [-7.594, -1.100, -0.536], [0.510, -3.132, -1.791], [2.345, 1.940, -0.409], [1.883, -7.795, -2.794], [1.747, 0.976, 1.807], [5.240, -1.677, 0.287], [-0.538, 7.399, -1.598], [9.118, -0.479, -1.518], [-3.075, 3.427, 0.079], [-2.014, -2.567, -0.214], [2.846, -2.808, 0.919], [-3.788, 4.225, 2.312], [-1.034, -4.366, 2.141], [9.479, -2.507, 1.059], [2.749, 1.108, 3.699], [-1.878, 3.024, 2.819], [-4.862, 1.758, 4.242], [-0.009, -3.943, -1.280], [-4.325, 1.833, -1.329], [-2.451, 3.497, 9.351], [10.807, -4.080, 0.953], [-7.082, 1.311, -3.231], [4.079, 3.093, -5.024], [3.165, 2.704, -5.472]], "forces_ev_per_angstrom": [[0.1, 0.3, -0.4], [1.5, 0.3, 0.2], [-0.2, 0.2, -0.3], [-0.3, 0.2, -0.1], [0.0, -1.3, -0.3], [0.0, 0.1, -0.2], [1.7, -0.9, 0.5], [-0.1, 1.5, 0.6], [-0.7, 0.1, 0.3], [-0.3, 0.0, 0.0], [0.1, 0.6, 1.3], [0.1, 0.2, 1.1], [0.1, 0.0, -0.1], [-0.2, -0.3, 0.0], [0.9, 1.5, -2.0], [0.0, -0.5, 0.2], [-0.2, 0.4, 0.0], [0.6, 0.3, 0.3], [-0.4, -0.3, 0.2], [-0.1, 0.0, 0.6], [-0.8, 0.0, 0.2], [-0.1, -0.5, -0.2], [-1.0, -1.0, 0.1], [0.9, 0.3, -1.8], [-0.6, 0.3, 0.2], [0.3, 0.9, -1.2], [0.5, 0.1, 0.4], [0.3, -0.2, 0.5], [0.4, 0.1, -0.3], [-0.2, 0.5, 0.0], [0.1, -0.6, 0.9], [-0.7, -1.9, -2.2], [0.5, 0.3, -0.5], [-0.2, -0.3, 0.7], [-0.4, 0.4, 0.6], [-0.3, -0.2, 0.0], [0.9, -0.6, -1.1], [0.2, -0.3, -0.2], [0.0, 0.2, -0.4], [0.3, -0.1, 0.1], [-0.2, 2.5, 0.6], [-0.7, -0.2, 0.0], [0.0, -0.6, 0.1], [0.7, 0.0, 0.5], [-0.3, -1.4, 0.0], [-0.8, -0.9, -2.1], [0.0, -0.6, 0.0], [1.0, 0.6, 0.5], [-0.3, -0.2, 0.4], [0.8, -1.1, -0.7], [0.4, 1.2, -0.7], [-0.4, 0.0, -0.1], [1.3, 0.7, 1.2], [0.0, 0.3, 0.0], [0.2, 0.1, 0.3], [0.3, 0.4, 0.0], [0.0, -0.3, -0.2], [-0.7, -0.4, -0.9], [-0.4, 0.3, 0.0], [-0.1, 0.3, 0.9], [-0.5, 0.0, -0.3], [-0.2, -0.1, 1.1], [-0.2, 0.7, 0.8], [-1.0, -1.2, 0.2], [0.3, 0.2, -0.3], [0.8, -0.3, 0.0], [-0.2, -0.4, 0.2], [0.4, 0.3, 0.6], [0.3, -0.1, -0.3], [0.2, 0.1, -0.5], [0.1, -0.1, 0.1], [0.2, 0.3, 0.0], [-1.0, -0.6, -0.7], [0.3, 0.3, 0.0], [0.3, 0.2, -0.1], [0.1, 0.1, 0.0], [-0.1, -0.1, 0.4], [-0.3, 0.1, 0.2], [-0.7, -0.3, -0.2], [0.2, -0.8, 0.0], [-0.2, 0.0, 0.2], [0.3, -0.2, 0.1], [-0.5, -0.4, -0.1], [0.1, -0.1, 0.4], [0.3, -0.1, 0.1], [0.1, 0.4, -0.1], [-0.6, 0.9, -0.2], [-1.3, 0.9, 1.0], [1.4, -0.1, 0.2], [0.6, -0.6, 0.0], [-0.3, 0.0, -0.2], [0.0, -0.1, -0.7], [-0.3, 0.0, -0.4], [-0.8, 0.0, -0.8], [0.2, 0.3, -0.5], [0.2, -0.2, -0.1], [-0.7, 0.2, 0.2], [-0.1, -0.1, 0.9], [-0.1, 0.2, -0.1], [-0.3, 0.2, -0.4], [-0.1, 0.8, 0.5], [0.0, 1.0, 1.0], [-0.2, -0.8, 0.2], [0.2, -0.7, -0.9], [-0.3, -0.1, 0.1], [0.4, 0.3, -0.3], [-0.2, 0.8, 0.9], [-0.4, 0.0, 0.3], [-1.6, 2.3, -0.3], [0.4, 0.5, 0.9], [-0.5, 0.7, 0.4], [-0.1, -0.3, -0.4], [-0.6, -0.5, 0.9], [-0.2, 1.8, -0.7], [0.2, -0.2, 0.0], [-0.3, -0.1, -0.1], [0.4, -0.2, 0.9], [-0.4, 0.0, -1.3], [0.5, 0.3, 0.7], [0.4, 0.4, -0.1], [-1.0, -0.5, -0.5], [-2.3, 1.8, 0.0], [1.0, -1.9, -0.1], [0.4, -0.9, -0.5], [-0.1, 0.1, -0.1], [-0.2, 0.3, 0.1], [0.5, -0.5, 0.2], [-0.3, -0.1, 0.2], [0.0, -0.1, 0.3], [-0.4, -0.5, -1.4], [-0.6, 0.5, -0.3], [0.3, 0.2, 0.1], [-0.5, -0.1, 0.0], [-0.3, 0.8, -0.4], [-0.6, -0.7, -0.5], [-0.3, 0.3, 0.2], [-0.2, 0.3, -0.6], [0.2, 1.4, -0.2], [-0.3, 0.2, -0.1], [1.1, 1.3, 1.4], [1.2, -1.2, -0.7], [0.1, -0.5, 0.7], [0.1, 0.0, 0.3], [-0.1, 0.2, 0.1], [1.0, 0.4, -0.3], [0.0, 0.2, 0.6], [0.3, -0.4, 1.0], [1.1, -2.1, -1.3], [0.4, -0.3, 0.1], [-0.4, -0.1, -0.2], [0.1, 0.2, -0.5], [0.3, 0.2, -0.1], [-0.1, -0.2, 0.1], [-0.7, 1.3, -1.4], [0.3, 0.3, 0.4], [0.9, -2.3, 0.3], [0.0, -0.6, 0.6], [0.0, 0.2, 0.2], [0.0, 0.3, -0.7], [0.1, 0.0, -0.2], [-0.2, -1.5, -0.6], [0.3, 1.9, 1.0], [0.7, -0.4, -0.5], [0.2, -0.4, -0.3], [-0.1, 0.5, -0.1], [-0.2, -1.1, 0.4], [0.2, 0.4, -0.4], [0.7, -0.5, -0.1], [-2.1, -0.8, 1.9], [0.2, -0.2, 0.1], [0.3, -0.1, 0.1], [0.5, -0.2, -0.2], [0.2, -0.1, 0.0], [-0.4, 0.2, 0.3], [0.0, 0.0, 0.4], [0.1, -1.1, 0.2]]}